# C21H27F8N3O4

A cluster of 2 separate species, C21H27F8N3O4 in total in a non-equilibrium geometry (ωB97M-V/def2-TZVPD, the Open Molecules 2025 dataset).

Bonds (Å) are listed after each position.
Element x y z (Å)
1 C 2.917 -0.539 3.166  C2 1.340, H33 1.085, H34 1.085
2 C 2.004 -0.449 2.190  C1 1.340, C3 1.509, H35 1.089
3 C 1.944 -1.345 0.977  C2 1.509, C4 1.544, H36 1.093, H37 1.089
4 C 2.434 -0.692 -0.335  C3 1.544, C5 1.544, C15 1.548, N32 1.503
5 C 3.947 -0.397 -0.403  C4 1.544, F6 1.347, F7 1.359, C8 1.572
6 F 4.397 0.111 0.761  C5 1.347
7 F 4.157 0.564 -1.341  C5 1.359
8 C 4.944 -1.550 -0.786  C5 1.572, F9 1.357, F10 1.346, C11 1.550
9 F 6.171 -1.054 -0.484  C8 1.357
10 F 4.947 -1.783 -2.111  C8 1.346
11 C 4.884 -2.893 -0.015  C8 1.550, F12 1.336, F13 1.339, F14 1.342
12 F 4.939 -2.684 1.304  C11 1.336
13 F 3.809 -3.624 -0.335  C11 1.339
14 F 5.967 -3.605 -0.362  C11 1.342
15 C 1.949 -1.584 -1.503  C4 1.548, C16 1.537, H38 1.088, H39 1.087
16 C 0.655 -1.095 -2.174  C15 1.537, C17 1.515, H40 1.094, H41 1.090
17 C -0.371 -0.463 -1.256  C16 1.515, F18 1.396, C19 1.535, H42 1.088
18 F -1.021 -1.443 -0.505  C17 1.396
19 C 0.257 0.589 -0.331  C17 1.535, C20 1.549, N32 1.490, H43 1.085
20 C -0.264 2.010 -0.657  C19 1.549, C21 1.532, H44 1.092, H45 1.085
21 C -0.554 2.779 0.636  C20 1.532, C22 1.543, H46 1.093, H47 1.089
22 C -1.811 2.271 1.372  C21 1.543, N23 1.461, H48 1.095, H49 1.097
23 N -2.738 1.559 0.496  C22 1.461, C24 1.463, H50 1.015
24 C -3.832 0.947 1.249  N23 1.463, C25 1.512, H51 1.098, H52 1.089
25 C -4.735 0.140 0.343  C24 1.512, C26 1.390, C30 1.388
26 C -5.073 0.548 -0.942  C25 1.390, C27 1.384, H53 1.082
27 C -5.876 -0.236 -1.751  C26 1.384, C28 1.383, H54 1.082
28 C -6.365 -1.448 -1.297  C27 1.383, C29 1.384, H55 1.081
29 C -6.059 -1.859 -0.011  C28 1.384, C30 1.387, H56 1.083
30 C -5.257 -1.065 0.794  C25 1.388, C29 1.387, O31 1.380
31 O -4.950 -1.480 2.074  C30 1.380, H57 0.962
32 N 1.739 0.633 -0.478  C4 1.503, C19 1.490, H58 1.030, H59 1.053
33 H 3.256 -1.490 3.562  C1 1.085
34 H 3.336 0.377 3.569  C1 1.085
35 H 1.281 0.361 2.285  C2 1.089
36 H 0.920 -1.691 0.818  C3 1.093
37 H 2.512 -2.247 1.202  C3 1.089
38 H 1.739 -2.566 -1.083  C15 1.088
39 H 2.695 -1.722 -2.281  C15 1.087
40 H 0.875 -0.370 -2.964  C16 1.094
41 H 0.225 -1.957 -2.683  C16 1.090
42 H -1.135 -0.003 -1.880  C17 1.088
43 H -0.074 0.395 0.684  C19 1.085
44 H 0.475 2.593 -1.210  C20 1.092
45 H -1.168 1.945 -1.254  C20 1.085
46 H 0.294 2.625 1.307  C21 1.093
47 H -0.598 3.854 0.472  C21 1.089
48 H -1.510 1.555 2.143  C22 1.095
49 H -2.308 3.085 1.916  C22 1.097
50 H -3.138 2.218 -0.164  N23 1.015
51 H -4.409 1.680 1.827  C24 1.098
52 H -3.373 0.236 1.935  C24 1.089
53 H -4.708 1.493 -1.319  C26 1.082
54 H -6.120 0.085 -2.755  C27 1.082
55 H -6.971 -2.078 -1.934  C28 1.081
56 H -6.413 -2.807 0.375  C29 1.083
57 H -5.747 -1.865 2.448  O31 0.962
58 H 1.938 1.101 -1.374  N32 1.030
59 H 2.136 1.306 0.228  N32 1.053
60 N 3.226 3.278 -0.541  O61 1.259, O62 1.277, O63 1.215
61 O 2.670 3.073 -1.652  N60 1.259
62 O 2.681 2.761 0.492  N60 1.277
63 O 4.258 3.912 -0.453  N60 1.215

# C21H27N3O2S

An isolated molecule of C21H27N3O2S (ωB97M-V/def2-TZVPD, the Open Molecules 2025 dataset).

Summary:
SMILES: CCN(CC)CCCNC(=O)c1cc2c(=O)n(CC)c3ccccc3c2s1

Bonds (Å) are listed after each position.
Element x y z (Å)
1 C -2.362 -1.139 -1.463  H2 1.087, H3 1.086, C4 1.527, H54 1.088
2 H -1.983 -1.660 -2.339  C1 1.087
3 H -2.340 -1.815 -0.613  C1 1.086
4 C -3.795 -0.675 -1.717  C1 1.527, N5 1.453, H52 1.104, H53 1.092
5 N -4.425 -0.187 -0.503  C4 1.453, C6 1.449, C13 1.449
6 C -5.857 -0.407 -0.457  N5 1.449, H7 1.092, H8 1.094, C9 1.535
7 H -6.211 -0.109 0.532  C6 1.092
8 H -6.018 -1.485 -0.549  C6 1.094
9 C -6.692 0.313 -1.525  C6 1.535, H10 1.087, H11 1.088, H12 1.087
10 H -6.381 0.015 -2.524  C9 1.087
11 H -6.593 1.392 -1.438  C9 1.088
12 H -7.741 0.056 -1.400  C9 1.087
13 C -4.001 1.149 -0.131  N5 1.449, C14 1.533, H50 1.091, H51 1.104
14 C -4.132 1.402 1.375  C13 1.533, H15 1.090, C16 1.526, H49 1.093
15 H -5.181 1.404 1.670  C14 1.090
16 C -3.399 0.348 2.199  C14 1.526, N17 1.443, H47 1.092, H48 1.097
17 N -1.978 0.387 1.953  C16 1.443, C18 1.350, H46 1.008
18 C -1.242 -0.728 1.752  N17 1.350, O19 1.216, C20 1.477
19 O -1.687 -1.855 1.855  C18 1.216
20 C 0.170 -0.492 1.391  C18 1.477, C21 1.363, S44 1.748
21 C 1.119 -1.457 1.232  C20 1.363, C22 1.413, H45 1.074
22 C 2.379 -0.935 0.861  C21 1.413, C23 1.381, C31 1.453
23 C 2.375 0.439 0.731  C22 1.381, C24 1.421, S44 1.728
24 C 3.538 1.165 0.358  C23 1.421, C25 1.398, C29 1.416
25 C 3.543 2.555 0.212  C24 1.398, C26 1.374, H43 1.080
26 C 4.689 3.219 -0.154  C25 1.374, C27 1.391, H42 1.079
27 C 5.850 2.488 -0.381  C26 1.391, C28 1.378, H41 1.080
28 C 5.867 1.117 -0.244  C27 1.378, C29 1.401, H40 1.077
29 C 4.716 0.413 0.133  C24 1.416, C28 1.401, N30 1.379
30 N 4.711 -0.957 0.287  C29 1.379, C31 1.393, C33 1.456
31 C 3.587 -1.707 0.627  C22 1.453, N30 1.393, O32 1.216
32 O 3.647 -2.918 0.722  C31 1.216
33 C 5.922 -1.733 0.057  N30 1.456, C34 1.525, H38 1.091, H39 1.093
34 C 6.145 -2.005 -1.427  C33 1.525, H35 1.087, H36 1.087, H37 1.088
35 H 7.057 -2.580 -1.561  C34 1.087
36 H 5.312 -2.581 -1.821  C34 1.087
37 H 6.225 -1.079 -1.993  C34 1.088
38 H 6.775 -1.220 0.506  C33 1.091
39 H 5.776 -2.684 0.576  C33 1.093
40 H 6.791 0.598 -0.436  C28 1.077
41 H 6.756 2.999 -0.672  C27 1.080
42 H 4.689 4.292 -0.266  C26 1.079
43 H 2.622 3.091 0.395  C25 1.080
44 S 0.814 1.100 1.069  C20 1.748, C23 1.728
45 H 0.923 -2.504 1.378  C21 1.074
46 H -1.544 1.295 1.882  N17 1.008
47 H -3.738 -0.651 1.917  C16 1.092
48 H -3.597 0.507 3.266  C16 1.097
49 H -3.726 2.393 1.596  C14 1.093
50 H -2.949 1.245 -0.403  C13 1.091
51 H -4.553 1.935 -0.674  C13 1.104
52 H -3.801 0.081 -2.521  C4 1.104
53 H -4.373 -1.535 -2.064  C4 1.092
54 H -1.699 -0.303 -1.255  C1 1.088

# C21H27N3O2S

An isolated molecule of C21H27N3O2S (ωB97M-V/def2-TZVPD, the Open Molecules 2025 dataset).

Summary:
SMILES: CCCCN(CC)CCNC(=O)c1cc2c(=O)n(C)c3ccccc3c2s1

Bonds (Å) are listed after each position.
Element x y z (Å)
1 C -2.775 2.795 -0.341  C2 1.523, H52 1.087, H53 1.088, H54 1.088
2 C -1.561 2.696 -1.256  C1 1.523, C3 1.526, H50 1.092, H51 1.092
3 C -0.375 3.479 -0.701  C2 1.526, H4 1.092, H5 1.091, C6 1.531
4 H -0.102 3.078 0.278  C3 1.092
5 H -0.668 4.520 -0.558  C3 1.091
6 C 0.843 3.397 -1.625  C3 1.531, N7 1.454, H48 1.093, H49 1.103
7 N 2.031 3.943 -0.989  C6 1.454, C8 1.455, C41 1.452
8 C 3.275 3.287 -1.364  N7 1.455, H9 1.093, C10 1.538, H40 1.097
9 H 4.049 4.027 -1.581  C8 1.093
10 C 3.766 2.384 -0.220  C8 1.538, N11 1.441, H38 1.092, H39 1.092
11 N 2.757 1.421 0.142  C10 1.441, C12 1.353, H37 1.009
12 C 2.785 0.145 -0.307  N11 1.353, O13 1.217, C14 1.476
13 O 3.743 -0.348 -0.873  C12 1.217
14 C 1.568 -0.644 -0.035  C12 1.476, C15 1.364, S35 1.746
15 C 1.392 -1.960 -0.348  C14 1.364, C16 1.413, H36 1.074
16 C 0.110 -2.443 0.000  C15 1.413, C17 1.382, C25 1.453
17 C -0.688 -1.475 0.578  C16 1.382, C18 1.422, S35 1.727
18 C -2.021 -1.746 0.992  C17 1.422, C19 1.397, C23 1.414
19 C -2.848 -0.780 1.570  C18 1.397, C20 1.374, H34 1.080
20 C -4.133 -1.091 1.947  C19 1.374, C21 1.391, H33 1.079
21 C -4.605 -2.384 1.749  C20 1.391, C22 1.378, H32 1.080
22 C -3.806 -3.354 1.182  C21 1.378, C23 1.400, H31 1.077
23 C -2.494 -3.063 0.787  C18 1.414, C22 1.400, N24 1.378
24 N -1.683 -4.021 0.217  C23 1.378, C25 1.393, C27 1.449
25 C -0.375 -3.797 -0.206  C16 1.453, N24 1.393, O26 1.216
26 O 0.285 -4.688 -0.705  C25 1.216
27 C -2.190 -5.365 0.026  N24 1.449, H28 1.090, H29 1.091, H30 1.091
28 H -1.388 -5.944 -0.429  C27 1.090
29 H -2.460 -5.815 0.982  C27 1.091
30 H -3.053 -5.362 -0.641  C27 1.091
31 H -4.210 -4.343 1.047  C22 1.077
32 H -5.613 -2.637 2.042  C21 1.080
33 H -4.768 -0.342 2.392  C20 1.079
34 H -2.450 0.213 1.713  C19 1.080
35 S 0.139 0.035 0.705  C14 1.746, C17 1.727
36 H 2.152 -2.560 -0.812  C15 1.074
37 H 1.893 1.814 0.484  N11 1.009
38 H 3.997 2.992 0.658  C10 1.092
39 H 4.652 1.828 -0.532  C10 1.092
40 H 3.145 2.672 -2.263  C8 1.097
41 C 2.099 5.392 -1.026  N7 1.452, C42 1.525, H46 1.091, H47 1.104
42 C 2.895 5.938 0.156  C41 1.525, H43 1.087, H44 1.087, H45 1.087
43 H 2.869 7.025 0.150  C42 1.087
44 H 3.933 5.619 0.111  C42 1.087
45 H 2.463 5.581 1.086  C42 1.087
46 H 1.081 5.779 -0.967  C41 1.091
47 H 2.540 5.755 -1.971  C41 1.104
48 H 1.028 2.344 -1.852  C6 1.093
49 H 0.618 3.906 -2.578  C6 1.103
50 H -1.280 1.647 -1.371  C2 1.092
51 H -1.818 3.079 -2.246  C2 1.092
52 H -3.595 2.192 -0.724  C1 1.087
53 H -2.526 2.441 0.657  C1 1.088
54 H -3.113 3.826 -0.263  C1 1.088

# C21H27N3O3S

An isolated molecule of C21H27N3O3S (ωB97M-V/def2-TZVPD, the Open Molecules 2025 dataset).

Summary:
SMILES: CCc1ccc(N(CC(=O)NC(C)(C)C)C(=O)CNC(=O)c2cccs2)cc1

Bonds (Å) are listed after each position.
Element x y z (Å)
1 C -3.781 -4.453 -0.159  H2 1.087, H3 1.088, H4 1.087, C5 1.530
2 H -4.517 -5.251 -0.085  C1 1.087
3 H -4.301 -3.516 -0.342  C1 1.088
4 H -3.134 -4.655 -1.009  C1 1.087
5 C -2.958 -4.365 1.128  C1 1.530, C6 1.500, H54 1.092, H55 1.091
6 C -1.948 -3.261 1.023  C5 1.500, C7 1.389, C11 1.389
7 C -2.264 -1.968 1.422  C6 1.389, C8 1.382, H53 1.081
8 C -1.347 -0.942 1.296  C7 1.382, C9 1.391, H52 1.080
9 C -0.093 -1.188 0.748  C8 1.391, C10 1.389, N14 1.418
10 C 0.233 -2.478 0.350  C9 1.389, C11 1.381, H13 1.078
11 C -0.688 -3.498 0.487  C6 1.389, C10 1.381, H12 1.080
12 H -0.422 -4.497 0.175  C11 1.080
13 H 1.206 -2.685 -0.066  C10 1.078
14 N 0.871 -0.151 0.668  C9 1.418, C15 1.353, C32 1.456
15 C 0.689 1.025 0.023  N14 1.353, O16 1.218, C17 1.527
16 O 1.521 1.914 0.040  C15 1.218
17 C -0.607 1.190 -0.767  C15 1.527, N18 1.440, H30 1.097, H31 1.093
18 N -0.370 2.110 -1.849  C17 1.440, C19 1.356, H29 1.012
19 C -0.623 1.759 -3.135  N18 1.356, O20 1.219, C21 1.469
20 O -1.223 0.741 -3.432  C19 1.219
21 C -0.169 2.717 -4.152  C19 1.469, C22 1.368, S25 1.736
22 C -0.342 2.576 -5.502  C21 1.368, C23 1.407, H28 1.075
23 C 0.197 3.645 -6.242  C22 1.407, C24 1.360, H27 1.075
24 C 0.773 4.587 -5.449  C23 1.360, S25 1.714, H26 1.072
25 S 0.672 4.189 -3.784  C21 1.736, C24 1.714
26 H 1.257 5.499 -5.740  C24 1.072
27 H 0.159 3.712 -7.314  C23 1.075
28 H -0.842 1.726 -5.928  C22 1.075
29 H 0.285 2.853 -1.638  N18 1.012
30 H -1.389 1.592 -0.109  C17 1.097
31 H -0.951 0.245 -1.194  C17 1.093
32 C 2.166 -0.417 1.279  N14 1.456, H33 1.094, H34 1.094, C35 1.531
33 H 2.663 0.547 1.426  C32 1.094
34 H 2.793 -1.029 0.623  C32 1.094
35 C 2.013 -1.149 2.615  C32 1.531, O36 1.212, N37 1.345
36 O 2.650 -2.147 2.872  C35 1.212
37 N 1.116 -0.568 3.432  C35 1.345, H38 1.008, C39 1.464
38 H 0.669 0.278 3.116  N37 1.008
39 C 0.676 -1.098 4.724  N37 1.464, C40 1.530, C44 1.527, C48 1.531
40 C 1.864 -1.128 5.688  C39 1.530, H41 1.086, H42 1.086, H43 1.088
41 H 2.648 -1.760 5.279  C40 1.086
42 H 1.557 -1.525 6.651  C40 1.086
43 H 2.262 -0.126 5.831  C40 1.088
44 C -0.415 -0.165 5.246  C39 1.527, H45 1.088, H46 1.086, H47 1.088
45 H -1.261 -0.147 4.561  C44 1.088
46 H -0.766 -0.510 6.214  C44 1.086
47 H -0.031 0.847 5.363  C44 1.088
48 C 0.115 -2.508 4.524  C39 1.531, H49 1.088, H50 1.086, H51 1.086
49 H -0.714 -2.491 3.818  C48 1.088
50 H 0.890 -3.159 4.132  C48 1.086
51 H -0.235 -2.908 5.472  C48 1.086
52 H -1.602 0.051 1.636  C8 1.080
53 H -3.235 -1.764 1.850  C7 1.081
54 H -3.627 -4.178 1.971  C5 1.092
55 H -2.451 -5.316 1.298  C5 1.091

The records above give, respectively, energy values of -2080.39155, -1529.41280, -1529.41284, -1604.66506 a.u..
The records above give, respectively, E_HOMO values of -8.9, -8.3, -8.3, -9.0 eV.